[1]
{
  "formula": "CH2O3S",
  "method": "ωB97M-V with the def2-TZVPD basis set",
  "species": ["O", "S", "O", "C", "O", "H", "H"],
  "positions_angstrom": [[-1.357, -1.020, -0.848], [-0.455, -0.290, 0.024], [-1.033, 1.142, 0.517], [1.145, -0.411, 0.610], [0.882, 0.069, -0.796], [-0.613, 1.941, 0.161], [1.430, -1.430, 0.332]],
  "total_charge": 0,
  "de_lowest_ev": 4.467,
  "homo_lumo_gap_ev": [8.4, 8.4],
  "lumo_ev": [-0.80, -0.80],
  "e_tot_ev": -18041.3865,
  "e_homo_ha": [-0.33785, -0.33783]
}



[2]
{
  "formula": "C6H6N2",
  "method": "ωB97M-V with the def2-TZVPD basis set",
  "species": ["C", "C", "C", "C", "C", "N", "C", "N", "H", "H", "H", "H", "H", "H"],
  "positions_angstrom": [[1.732, -0.638, -1.096], [1.176, 0.073, -0.131], [-0.279, 0.398, -0.066], [-0.998, -0.601, 1.306], [-0.530, 1.747, 0.367], [-0.723, 2.802, 0.760], [-1.054, 0.081, -1.231], [-1.681, -0.156, -2.157], [2.786, -0.854, -1.087], [1.163, -1.011, -1.932], [1.752, 0.459, 0.700], [-0.156, -1.033, 1.826], [-1.571, 0.078, 1.917], [-1.618, -1.346, 0.824]],
  "total_charge": 0,
  "de_lowest_ev": 1.593,
  "homo_lumo_gap_ev": 11.2,
  "lumo_ev": 0.56,
  "e_tot_ev": -9297.1517,
  "e_homo_ha": -0.39059
}



[3]
{
  "formula": "H22O11",
  "method": "ωB97M-V with the def2-TZVPD basis set",
  "species": ["O", "H", "H", "O", "H", "H", "O", "H", "H", "O", "H", "H", "O", "H", "H", "O", "H", "H", "O", "H", "H", "O", "H", "H", "O", "H", "H", "O", "H", "H", "O", "H", "H"],
  "positions_angstrom": [[1.601, -2.374, 1.586], [2.251, -2.159, 0.917], [1.966, -2.022, 2.397], [2.537, 0.215, -1.147], [3.368, 0.453, -1.558], [2.268, -0.586, -1.596], [0.071, 0.033, 0.042], [-0.317, -0.619, -0.542], [0.987, 0.083, -0.230], [-3.429, -1.107, -1.746], [-3.084, -1.325, -0.881], [-3.438, -1.940, -2.218], [-2.360, 2.056, 0.688], [-1.409, 1.948, 0.655], [-2.536, 2.805, 0.119], [-0.379, 0.184, 2.984], [-0.052, 0.590, 2.181], [0.390, -0.235, 3.371], [2.792, 1.207, 2.468], [3.317, 0.430, 2.278], [2.662, 1.623, 1.616], [-1.919, 0.547, -3.542], [-1.982, 0.043, -2.731], [-2.650, 0.235, -4.076], [-2.563, -1.163, 1.059], [-2.395, -0.272, 1.366], [-1.950, -1.708, 1.553], [-0.263, -1.526, -2.119], [-0.983, -2.149, -2.214], [0.501, -2.070, -1.927], [1.998, 3.070, 0.565], [2.889, 3.349, 0.777], [2.111, 2.386, -0.095]],
  "total_charge": 0,
  "de_lowest_ev": 1.979,
  "homo_lumo_gap_ev": 9.9,
  "lumo_ev": -0.63,
  "e_tot_ev": -22879.5345,
  "e_homo_ha": -0.38795
}



[4]
{
  "formula": "C8H23CdClNO4",
  "method": "ωB97M-V with the def2-TZVPD basis set",
  "species": ["Cd", "Cl", "C", "O", "C", "C", "N", "C", "C", "O", "C", "H", "H", "H", "H", "H", "H", "H", "H", "H", "H", "H", "H", "H", "H", "H", "C", "O", "H", "H", "H", "H", "C", "O", "H", "H", "H", "H"],
  "positions_angstrom": [[-16.332, -33.154, -22.258], [-16.411, -34.529, -24.275], [-18.005, -35.770, -20.882], [-17.988, -34.470, -21.468], [-19.263, -34.064, -21.999], [-19.263, -32.553, -22.194], [-18.131, -32.056, -23.026], [-18.192, -30.570, -23.145], [-19.288, -30.123, -24.102], [-19.030, -30.845, -25.272], [-19.812, -30.404, -26.360], [-17.980, -36.531, -21.659], [-18.796, -35.922, -20.148], [-17.093, -35.870, -20.287], [-20.026, -34.391, -21.290], [-19.486, -34.595, -22.929], [-19.339, -32.039, -21.235], [-20.196, -32.295, -22.704], [-18.335, -32.342, -23.993], [-17.239, -30.245, -23.571], [-18.263, -30.090, -22.168], [-19.233, -29.040, -24.226], [-20.268, -30.385, -23.690], [-19.544, -29.372, -26.591], [-20.889, -30.537, -26.215], [-19.638, -30.984, -27.268], [-19.487, -35.109, -26.607], [-18.136, -35.151, -27.058], [-19.855, -34.077, -26.552], [-20.061, -35.705, -27.313], [-19.588, -35.539, -25.603], [-17.555, -35.142, -26.290], [-13.027, -33.251, -26.386], [-13.662, -33.063, -25.136], [-13.642, -33.754, -27.131], [-12.750, -32.268, -26.767], [-12.105, -33.828, -26.290], [-14.435, -33.638, -25.083]],
  "total_charge": 1,
  "de_lowest_ev": 0.420,
  "homo_lumo_gap_ev": 6.2,
  "lumo_ev": -6.06,
  "e_tot_ev": -35427.7361,
  "e_homo_ha": -0.45172
}



[5]
{
  "formula": "C5H8N2",
  "method": "ωB97M-V with the def2-TZVPD basis set",
  "species": ["C", "C", "N", "C", "C", "C", "N", "H", "H", "H", "H", "H", "H", "H", "H"],
  "positions_angstrom": [[0.721, -0.142, 0.938], [1.530, 1.048, -1.001], [0.717, -0.015, -0.478], [-1.154, -0.806, -0.347], [-2.163, 0.027, -0.095], [-0.208, -1.362, 1.026], [-0.231, -2.395, 1.618], [0.126, 0.613, 1.478], [1.726, -0.192, 1.384], [-1.147, -1.497, -1.179], [1.149, 2.041, -0.720], [1.592, 0.983, -2.088], [2.548, 0.980, -0.585], [-3.066, 0.002, -0.694], [-2.140, 0.717, 0.741]],
  "total_charge": 0,
  "de_lowest_ev": 6.204,
  "homo_lumo_gap_ev": [8.0, 7.7],
  "lumo_ev": [-0.75, -1.01],
  "e_tot_ev": -8288.7920,
  "e_homo_ha": [-0.32257, -0.32079]
}



[6]
{
  "formula": "C3H10N4",
  "method": "ωB97M-V with the def2-TZVPD basis set",
  "species": ["C", "N", "C", "N", "N", "N", "C", "H", "H", "H", "H", "H", "H", "H", "H", "H", "H"],
  "positions_angstrom": [[1.485, 0.524, -1.583], [0.828, -0.536, -0.849], [-0.208, -0.364, 0.047], [-0.135, -0.818, 1.297], [1.055, -1.567, 1.494], [-1.217, 0.412, -0.456], [-2.240, 0.639, 0.562], [1.035, 0.975, -2.558], [2.439, -0.054, -1.974], [1.688, 1.382, -0.975], [1.272, -1.369, -0.283], [1.816, -0.818, 1.356], [0.967, -1.761, 2.480], [-1.067, 1.272, -0.944], [-2.254, -0.196, 1.176], [-2.222, 1.624, 1.183], [-3.242, 0.655, 0.029]],
  "total_charge": 0,
  "de_lowest_ev": 2.722,
  "homo_lumo_gap_ev": 8.8,
  "lumo_ev": 0.87,
  "e_tot_ev": -9230.8618,
  "e_homo_ha": -0.29163
}



[7]
{
  "formula": "C3H3CdNO3",
  "method": "ωB97M-V with the def2-TZVPD basis set",
  "species": ["O", "C", "Cd", "C", "C", "O", "O", "N", "H", "H", "H"],
  "positions_angstrom": [[0.000, 4.438, -1.906], [-0.001, 3.333, -1.583], [-0.002, -1.523, -0.333], [2.052, -1.495, -1.193], [-2.050, -1.489, -1.196], [3.142, -1.433, -1.527], [-3.153, -1.439, -1.527], [-0.005, -0.259, 2.029], [0.830, -0.455, 2.621], [-0.817, -0.456, 2.621], [0.003, 0.778, 1.993]],
  "total_charge": 2,
  "de_lowest_ev": 1.307,
  "homo_lumo_gap_ev": 8.3,
  "lumo_ev": -10.58,
  "e_tot_ev": -15336.5537,
  "e_homo_ha": -0.69398
}



[8]
{
  "formula": "CBrN3S",
  "method": "ωB97M-V with the def2-TZVPD basis set",
  "species": ["C", "N", "N", "N", "S", "Br"],
  "positions_angstrom": [[1.133, -0.872, -0.415], [0.463, -1.041, -1.307], [-0.712, 0.924, 1.388], [-1.221, 0.775, 0.394], [-1.829, 0.567, -0.941], [2.166, -0.353, 0.881]],
  "total_charge": 0,
  "de_lowest_ev": 0.000,
  "spin_multiplicity": 3,
  "s_squared": 2.006,
  "homo_lumo_gap_ev": [6.4, 7.2],
  "lumo_ev": [0.40, -2.76],
  "e_tot_ev": -86378.8582,
  "e_homo_ha": [-0.21885, -0.36510]
}